The following is a DFT calculation (ωB97M-V/def2-TZVPD) of a gas-phase ion, C7H8IN2 (charge +1) at a distorted geometry.

Cartesian coordinates (Å):
C -0.2307 -1.8400 0.6805
C 0.0839 -0.5635 0.4858
C 2.1390 0.8605 0.1466
C 2.4529 2.2020 0.1821
C -3.4462 -0.6018 -0.8493
C -1.3929 -0.9240 0.4820
C -2.1358 -0.8135 -0.7917
N 0.7736 0.5618 0.3135
N 2.9675 -0.1502 -0.0816
I 4.9158 -0.0716 -0.1445
H 0.0753 -2.8119 0.9865
H 3.4714 2.5256 0.0658
H 1.7095 2.9677 0.3089
H -3.9802 -0.6183 -1.7853
H -4.0361 -0.4532 0.0405
H -2.0126 -0.7326 1.3576
H -1.5422 -0.9302 -1.6883
H 0.1880 1.3933 0.2908

* molecular weight: 247.06 u
* E_LUMO (spin up / spin down): -0.2927 / -0.2996 Ha
* relative energy (zero: lowest compared OMol25 entry of this formula, charge and spin): 159.0 kcal/mol
* net charge: +1